Here is a gas-phase ion, H3N2O (charge -1) at a distorted geometry from OMol25. Energies are from ωB97M-V with the def2-TZVPD basis set.

Positions of all 6 atoms, in Å:
N1 0.1064 -0.2230 -0.7772
N2 0.3876 -0.1265 0.7138
O1 -0.6581 0.4754 1.4505
H1 -0.5932 0.4417 -1.1381
H2 -0.4703 -1.1582 -0.9147
H3 1.2276 0.5905 0.6658

Cartesian forces (eV/Å) of the 3 atoms listed first:
N -1.326 -2.672 -0.144
N 0.511 1.837 -0.564
O 0.947 -0.487 -1.037

Results
Maximum force in eV/Å: 3.0
Relative energy (zero: lowest compared OMol25 entry of this formula, charge and spin) in eV: 2.0001
Electronic energy in eV: -5073.296
Total charge: -1